1.
Here is one molecule with the formula C6H11NO from the Open Molecules 2025 dataset. Energies are from ωB97M-V/def2-TZVPD.

Structure (ORCA input):
```
! wB97M-V def2-TZVPD RIJCOSX def2/J DEFGRID3
* xyz 0 1
C 0.0067 -0.7633 -0.0026
C -0.1717 0.5514 0.7810
C -1.0627 -1.7795 0.3845
C 1.4006 -1.3428 0.2265
C 0.2588 1.7070 -1.4607
C -0.3526 1.7583 -0.0965
N -0.9384 2.7847 0.3440
O -0.3009 1.9960 -2.4822
H -1.0186 3.5511 -0.3223
H 1.3434 1.4595 -1.4470
H 0.7099 0.7344 1.4015
H -1.0250 0.5028 1.4557
H -0.1092 -0.5615 -1.0752
H -0.9949 -2.0128 1.4438
H -2.0571 -1.3917 0.1771
H 1.5426 -1.5811 1.2732
H 2.1747 -0.6424 -0.0803
H 1.5276 -2.2670 -0.3450
H -0.9333 -2.7030 -0.1755
*
```

energy above the lowest of the compared OMol25 structures with the same formula, charge and spin	1.381	eV
orbital gap	10.13	eV
lowest unoccupied orbital energy	0.448	eV
HOMO	-9.68	eV
SMILES string	[H]/N=C(\C=O)CC(C)C

2.
Here is a 2-piece molecular cluster, C6H11NO overall from the Open Molecules 2025 dataset. Energies are from ωB97M-V/def2-TZVPD.

Structure (ORCA input):
```
! wB97M-V def2-TZVPD RIJCOSX def2/J DEFGRID3
* xyz 0 1
C 0.6946 1.4103 -0.8549
C -0.6723 1.1607 -0.9262
C 0.8626 -1.8314 -0.1851
C 0.4936 -0.7310 0.7862
N 1.2634 2.2214 0.0820
C -0.9342 -0.1650 0.7222
C -1.9496 -1.0668 0.5388
O 1.2854 -0.3094 1.6078
H 1.3881 0.9557 -1.5497
H 0.6634 2.4981 0.8453
H 2.1884 1.9674 0.3970
H -1.3709 1.9256 -0.6036
H -1.0111 0.6181 -1.7973
H -1.0270 0.5716 1.5216
H 0.3830 -1.6847 -1.1517
H 1.9438 -1.8457 -0.3174
H 0.5381 -2.7936 0.2103
H -2.9428 -0.7715 0.2318
H -1.7965 -2.1299 0.4430
*
```

energy above the lowest of the compared OMol25 structures with the same formula, charge and spin	3.685	eV
orbital gap (spin up / spin down)	7.73 / 7.73	eV
lowest unoccupied orbital energy (spin up / spin down)	0.612 / 0.612	eV
HOMO (spin up / spin down)	-7.11 / -7.12	eV
SMILES string	C=CC(C)=O.C=CN

3.
Here is C6H11NO as an isolated structure from the Open Molecules 2025 dataset. Energies are from ωB97M-V/def2-TZVPD.

Structure (ORCA input):
```
! wB97M-V def2-TZVPD RIJCOSX def2/J DEFGRID3
* xyz 0 1
C 0.7125 -0.3175 -0.3661
C 0.1041 0.8294 0.1788
C 0.6991 0.9053 -1.2149
C -2.5683 -0.1864 0.6449
C 2.2731 -0.0674 0.7392
C -1.7293 0.7912 -0.1489
N 0.3746 -1.6266 -0.6361
O -2.2376 1.6455 -0.8450
H 0.1787 1.4123 1.0818
H 0.8444 -2.0525 -1.4256
H 0.3167 -2.2509 0.1606
H -0.0099 0.9694 -2.0371
H 1.6234 1.4506 -1.3682
H -2.5795 -1.1523 0.1324
H -2.1462 -0.3206 1.6433
H -3.5982 0.1748 0.7318
H 3.0278 -0.5750 0.1360
H 2.6190 0.9532 0.9091
H 2.0957 -0.5826 1.6841
*
```

energy above the lowest of the compared OMol25 structures with the same formula, charge and spin	4.281	eV
orbital gap	8.82	eV
lowest unoccupied orbital energy	0.879	eV
HOMO	-7.94	eV

4.
Here is a 2-piece molecular cluster, C6H11NO overall from the Open Molecules 2025 dataset. Energies are from ωB97M-V/def2-TZVPD.

Structure (ORCA input):
```
! wB97M-V def2-TZVPD RIJCOSX def2/J DEFGRID3
* xyz 0 1
C 0.3585 -0.9744 0.0369
C -0.1445 -1.5783 -1.2391
C 1.8172 -1.0920 0.3468
C -0.0887 2.0949 -0.0213
C -0.4719 -0.3872 0.9046
N -0.8853 2.3724 -1.1186
C -1.3082 -0.3402 1.9044
O -0.0858 2.8236 0.9762
H 0.8537 1.5761 -0.3510
H -0.8546 1.7556 -1.9199
H -1.7522 2.8568 -0.9232
H 0.6586 -1.7239 -1.9668
H -0.6069 -2.5495 -1.0295
H -0.9020 -0.9393 -1.7027
H 1.9866 -1.9470 1.0100
H 2.4143 -1.2351 -0.5578
H 2.1615 -0.1755 0.8478
H -1.3724 -1.1388 2.6343
H -1.7778 0.6018 2.1688
*
```

energy above the lowest of the compared OMol25 structures with the same formula, charge and spin	2.725	eV
orbital gap	9.64	eV
lowest unoccupied orbital energy	0.775	eV
HOMO	-8.86	eV
SMILES string	C=C=C(C)C.NC=O

5.
Here is C6H11NO as an isolated structure from the Open Molecules 2025 dataset. Energies are from ωB97M-V/def2-TZVPD.

Structure (ORCA input):
```
! wB97M-V def2-TZVPD RIJCOSX def2/J DEFGRID3
* xyz 0 1
C -0.0630 -0.8077 0.4450
C 0.5094 0.2193 -0.4741
C 0.6389 -1.2531 -0.7927
C -0.8389 1.0701 -2.4535
C 0.3339 0.0168 2.8083
N -0.7439 0.8313 -1.0030
C 0.3197 -1.1345 1.8119
O 0.5329 -2.2760 2.1887
H -0.9360 1.6906 -0.4895
H -1.2179 -0.1468 -0.1648
H 1.3638 0.8663 -0.3015
H 0.0715 -1.6763 -1.6157
H 1.6402 -1.6625 -0.7047
H -0.6553 0.1324 -2.9726
H -1.8349 1.4385 -2.6954
H -0.0989 1.8025 -2.7891
H 0.6268 0.9634 2.3524
H -0.6680 0.1354 3.2259
H 1.0197 -0.2098 3.6243
*
```

energy above the lowest of the compared OMol25 structures with the same formula, charge and spin	4.071	eV
orbital gap	9.01	eV
lowest unoccupied orbital energy	0.693	eV
HOMO	-8.32	eV

6.
Here is one molecule with the formula C6H11NO from the Open Molecules 2025 dataset. Energies are from ωB97M-V/def2-TZVPD.

Structure (ORCA input):
```
! wB97M-V def2-TZVPD RIJCOSX def2/J DEFGRID3
* xyz 0 1
O -3.0529 0.4437 -2.5668
C -2.2959 0.2009 -1.6658
C -0.7944 0.3157 -1.7636
C -0.1942 1.0016 -0.5197
C 0.5528 0.0959 0.4444
C -0.1083 -0.5528 1.3969
N 0.4496 -1.4227 2.3173
C 2.0522 0.0407 0.3234
H -2.6591 -0.1570 -0.6779
H -0.5736 0.8449 -2.6886
H -0.4397 -0.7144 -1.8473
H 0.4692 1.7852 -0.8725
H -0.9782 1.5261 0.0410
H -1.1782 -0.4384 1.5101
H 1.4340 -1.3449 2.5368
H -0.1043 -1.7866 3.0693
H 2.4749 0.9795 -0.0507
H 2.4269 -0.7808 -0.2883
H 2.5194 -0.0365 1.3018
*
```

energy above the lowest of the compared OMol25 structures with the same formula, charge and spin	1.398	eV
orbital gap	8.82	eV
lowest unoccupied orbital energy	0.866	eV
HOMO	-7.95	eV
SMILES string	C/C(=C\N)CCC=O

Among the records above, which one has the highest energy above the lowest of the compared OMol25 structures with the same formula, charge and spin? number 3

Which formula does entry 3 have? C6H11NO

Which of these has the highest energy above the lowest of the compared OMol25 structures with the same formula, charge and spin? number 3